(1)
This record from the Open Molecules 2025 dataset describes a 2-piece molecular cluster, C17H19NO overall at a distorted geometry. The level of theory is ωB97M-V/def2-TZVPD.

Structure (XYZ):
```
38
Properties=species:S:1:pos:R:3
C -1.157 1.692 4.269
C 1.003 0.847 2.994
C 0.290 1.455 4.185
C 2.438 0.963 3.301
C 1.298 1.786 5.023
C 1.667 -0.455 1.078
C 2.982 -0.051 1.253
C 0.641 -0.033 2.008
C 3.393 0.746 2.266
N 2.573 1.537 4.556
H 1.517 -1.288 0.372
H 3.717 -0.379 0.464
H -0.283 -0.530 1.933
H 4.440 1.134 2.328
H -1.627 2.639 4.517
H -1.620 0.958 4.919
H 1.255 2.364 5.901
H 3.331 2.198 4.642
H -1.562 1.391 3.252
C -0.411 0.843 -2.963
C -0.985 1.879 -4.048
C -1.032 -0.569 -2.994
C -0.444 -1.528 -2.214
C -2.188 -0.947 -3.769
C -0.813 -2.879 -2.067
C -2.509 -2.265 -3.695
C -1.937 -3.203 -2.845
O -2.426 -4.502 -2.845
H 0.688 0.672 -3.162
H -0.660 1.091 -1.877
H -1.803 2.481 -3.716
H 0.392 -1.178 -1.711
H -2.770 -0.155 -4.240
H -0.499 -3.424 -1.199
H -3.316 -2.565 -4.335
H -2.007 -5.020 -2.152
H -1.467 1.697 -5.091
H -0.109 2.598 -4.337
```

Summary:
2S+1: 2
Energy above the lowest of the compared OMol25 structures with the same formula, charge and spin in kJ/mol: 257.7
Maximum force in eV Å⁻¹: 4.3
Net charge: -1
HOMO level (alpha / beta) in eV: 0.8 / -3.5

=====

(2)
This record from the Open Molecules 2025 dataset describes a single C17H19NO5 molecule. The level of theory is ωB97M-V/def2-TZVPD.

Structure (XYZ):
```
42
Properties=species:S:1:pos:R:3
C 0.366 -0.443 4.717
H 1.284 0.152 4.670
O 0.523 -1.689 4.083
C 0.815 -1.713 2.754
C 0.954 -2.976 2.190
C 1.251 -3.119 0.840
C 1.413 -1.992 0.039
C 1.273 -0.736 0.609
C 0.974 -0.584 1.961
H 0.870 0.411 2.366
N 1.426 0.435 -0.144
C 1.585 0.585 -1.478
O 1.683 -0.301 -2.300
C 1.653 2.065 -1.887
O 0.990 2.939 -1.005
C -0.381 2.881 -0.938
C -1.145 1.915 -1.582
C -2.528 1.918 -1.431
C -3.137 2.893 -0.642
C -2.366 3.847 -0.010
C -0.990 3.849 -0.148
H -0.374 4.586 0.340
H -2.841 4.600 0.601
H -4.210 2.878 -0.540
O -3.359 1.012 -2.007
C -2.803 -0.019 -2.790
H -2.284 0.378 -3.669
H -3.646 -0.626 -3.116
H -2.113 -0.639 -2.210
H -0.672 1.163 -2.190
H 2.703 2.375 -1.868
H 1.285 2.164 -2.915
H 1.346 1.297 0.383
H 1.643 -2.066 -1.008
O 1.366 -4.396 0.391
C 1.674 -4.605 -0.968
H 1.715 -5.686 -1.095
H 0.903 -4.191 -1.624
H 2.643 -4.171 -1.231
H 0.831 -3.850 2.807
H 0.139 -0.669 5.758
H -0.461 0.129 4.284
```

Summary:
SMILES: COc1cc(NC(=O)COc2cccc(OC)c2)cc(OC)c1
Energy above the lowest of the compared OMol25 structures with the same formula, charge and spin in kJ/mol: 317.3
Maximum force in eV Å⁻¹: 0.5
HOMO level in eV: -8.3

=====

(3)
This record from the Open Molecules 2025 dataset describes C17H19NO6Ti as an isolated structure at a distorted geometry. The level of theory is ωB97M-V/def2-TZVPD.

Structure (XYZ):
```
44
Properties=species:S:1:pos:R:3
Ti -0.008 -0.223 -0.056
O 2.372 4.156 -2.696
C 1.818 3.190 -2.226
C 2.504 1.800 -2.008
O 3.678 1.563 -2.252
C 1.481 0.963 -1.477
C 0.264 1.718 -1.380
O -0.869 1.150 -0.920
C 0.422 3.084 -1.739
O -0.437 4.016 -1.622
O 1.535 -0.325 -1.041
C -2.974 -1.562 -1.558
O -2.498 -1.660 -0.230
C -1.081 -1.775 -0.137
C -0.593 -3.180 -0.403
H -4.052 -1.395 -1.507
H -2.792 -2.483 -2.125
H -2.502 -0.727 -2.080
H -0.881 -3.538 -1.399
H -1.003 -3.890 0.328
H 0.498 -3.210 -0.342
C -2.255 2.668 1.656
N -1.071 3.343 2.250
C -0.965 4.743 1.767
C 0.218 2.582 2.023
C 0.194 1.257 2.746
C 0.258 1.348 4.143
C 0.227 0.213 4.931
C 0.160 -1.023 4.300
C 0.105 -1.100 2.918
C 0.106 0.022 2.062
H -3.154 3.194 1.972
H -2.284 1.631 1.982
H -2.158 2.693 0.574
H -1.196 3.349 3.260
H -0.822 4.728 0.680
H -0.117 5.226 2.249
H -1.883 5.277 2.008
H 1.003 3.220 2.429
H 0.366 2.491 0.950
H 0.360 2.323 4.621
H 0.268 0.288 6.011
H 0.141 -1.927 4.899
H 0.036 -2.080 2.462
```

Summary:
2S+1: 2
Energy above the lowest of the compared OMol25 structures with the same formula, charge and spin in kJ/mol: 0.0
Maximum force in eV Å⁻¹: 2.2
Net charge: -1
HOMO level (alpha / beta) in eV: -2.2 / -3.4